113
Properties=species:S:1:pos:R:3 method="wB97M-V/def2-TZVPD" orbital_gap_ha="0.2277 / 0.2192" lumo_ev="-2.764 / -3.054" multiplicity=4 s_squared=3.82 charge=+1 de_lowest_kcal_mol=2.57
C -3.79994 1.01038 -0.81533
N -0.16532 2.43926 -0.12477
N -0.80600 1.26191 -3.06506
H 3.85899 -5.37207 1.92572
C -1.71912 2.20345 -3.75132
H 1.39260 -1.93785 -3.42798
C -5.43994 -0.85355 -1.22428
C 0.99948 -3.87753 2.78994
N -2.18573 3.84738 2.16883
H 2.74033 -6.13213 3.05494
C -0.47584 0.64206 6.01961
H 2.89122 -3.35425 2.46564
H -1.70769 -4.00426 2.52854
H 8.42391 1.60293 0.10279
C 6.37974 1.32532 0.69464
C -0.29099 2.20797 -5.82881
C 0.21699 0.87437 -5.25156
C -4.43938 -1.45066 -2.21068
C 1.25139 2.37460 -0.40911
H 2.29402 -5.93079 1.34162
N 0.15194 -4.91340 2.83150
I -6.18346 3.76574 3.44510
C 5.50284 0.51937 1.41141
H -2.48950 1.64446 -4.29262
H -3.95470 1.28591 2.69842
C -3.58462 2.29211 2.58728
H 0.53586 2.76460 -6.27146
H -5.44203 0.49671 0.46831
H -3.79156 -2.16721 -1.69633
N -0.14185 1.03635 3.71243
H 2.10780 -3.69915 -2.05649
C 0.60137 -2.65116 -3.18250
N -0.46285 -0.96476 -1.72692
H -1.00298 2.01277 -6.63271
H 0.55648 -4.51127 -2.07587
C 1.58375 0.29805 5.15529
C 2.80939 -5.46932 2.18809
H 6.03414 2.22206 0.19760
H 1.37013 -3.13295 0.10922
C 7.72278 0.98399 0.65073
N 2.28069 -4.15213 2.47311
C 0.46854 1.00396 -3.75637
H -6.02892 -1.64021 -0.75133
H 7.82748 -1.71063 2.44131
H -0.95788 -1.29594 -3.74058
H -1.32613 4.25183 1.82717
H -2.87351 -0.73761 -3.53719
H -3.36968 5.55447 2.57774
H 1.16914 1.81944 -3.57134
H -0.32367 -3.20672 -0.32781
C -3.58149 -0.34521 -2.81133
H -0.68000 5.19656 -2.02392
H 0.90560 0.09590 -3.34342
S 0.50970 -2.29452 3.08779
H -3.22819 1.55066 -0.07014
C -0.94925 1.00807 4.77656
C 7.39365 -0.84691 1.95002
C 1.99361 0.76580 2.69485
N 0.79336 0.28533 6.21228
C 4.05293 0.81523 1.48478
C 0.60862 -1.35459 -0.78948
C -0.16668 4.33738 -1.60741
C 1.76970 3.18110 -1.43425
Cr -0.70979 1.27276 1.67040
C -0.94524 3.06412 -4.73770
C -4.71818 -0.02032 -0.16768
H 3.87030 0.29090 3.58820
F -2.67292 -0.73040 2.99759
H 2.80555 3.03163 -1.73135
H 2.61000 -0.00897 5.30624
C 3.38654 1.34571 0.41757
H 0.41930 -0.91568 0.18383
B -1.86097 -0.56377 1.93186
C -3.30935 4.48023 2.53850
H -1.13242 0.62982 6.87951
C 3.34228 0.57911 2.69203
N -2.33878 2.51104 2.17724
C 6.03599 -0.58992 2.05944
C -0.80887 3.57036 -0.71697
F -2.07794 -1.48667 0.98574
H -4.12538 -0.68141 0.46960
C -1.25874 -4.77418 3.15310
H -4.95804 -1.98389 -3.00980
C -4.24148 3.50469 2.82123
H 0.43579 -3.24991 -4.07906
N 1.12744 4.13357 -2.05367
H -4.40763 1.74030 -1.36895
C 1.03031 -3.53034 -2.00371
H -0.18463 3.63159 -4.19908
H -6.14255 -0.21593 -1.77167
H -1.63106 3.78813 -5.17977
C 1.99170 1.61669 0.50499
C 1.13789 0.67909 3.89122
H -4.22835 0.36234 -3.34619
N -2.87271 0.38846 -1.75958
H 5.40393 -1.25718 2.63174
H -1.84083 3.72658 -0.43374
H -1.39980 -4.49475 4.19722
H 3.91529 1.56801 -0.49861
N -0.84205 1.18351 -0.27836
C 0.65642 -2.86873 -0.67026
C -0.67078 -1.87895 -2.86432
H -1.74536 -5.72780 2.96218
N 1.30893 1.16099 1.59266
H 0.51715 -5.84492 2.72901
H -1.98523 1.27212 4.61979
N 8.23386 -0.08240 1.25937
H 1.13284 0.55646 -5.75138
P -1.23157 0.48505 -1.68769
H -0.52099 0.08365 -5.41525
H -2.21936 2.82778 -3.01176
H -1.48667 -2.57832 -2.64847
H 1.57686 -0.97093 -1.14013



126
Properties=species:S:1:pos:R:3 method="wB97M-V/def2-TZVPD" orbital_gap_ha=0.3726 smiles="FC(F)C(F)(F)COC(F)(F)C(F)F.FC(F)C(F)(F)COC(F)(F)C(F)F.FC(F)C(F)(F)COC(F)(F)C(F)F.O=C1CCCO1.CCCC#N.CCCC#N.CCCC#N.CCCC#N.CCCC#N" lumo_ev=0.222 charge=0 de_lowest_kcal_mol=34.04
C -1.54640 4.15085 -1.12551
C -1.28674 -1.80423 -0.00423
C 1.92106 2.58868 -2.75228
H -3.32958 2.32987 2.51621
C -2.06094 -1.39953 1.27650
C -4.73656 -3.68493 4.88750
H 0.81018 -0.82484 -5.15778
H -1.91568 -1.53330 -0.85660
F -1.76944 -0.08670 1.52164
C 3.31305 4.63115 -3.19124
H -2.45185 -3.21599 -6.86709
H -7.12760 -2.12293 6.36016
C -5.52416 2.55795 4.61912
O -0.11388 3.78702 0.67578
F -0.94504 -5.45220 -7.66741
H -2.51444 2.65839 3.82239
N 4.81000 0.92749 -6.06218
C 3.93781 0.42928 -5.50277
F 2.96537 -0.64800 -1.86531
H 3.12812 6.64384 -2.27735
O -6.48471 3.10814 5.06820
H -7.86300 -4.94255 5.56051
C -1.45736 -4.48167 -3.04588
C -1.71551 -2.15345 2.56536
H -1.13641 -2.88392 -0.05878
H -0.94063 3.55644 -1.81761
F -0.36734 -2.38724 2.55650
C 3.44831 -3.11833 4.51307
N 0.86647 2.13768 -2.69247
C -3.52142 2.28944 3.59550
C -5.97173 -4.44478 4.64723
N 2.94862 -5.33968 5.79103
H 1.73315 0.47744 -0.86557
H -3.46010 0.20038 3.46247
H -3.26873 0.72526 5.10144
H 5.49186 1.59130 2.55815
H 3.93224 2.63185 -3.53786
C 2.06382 -0.56346 -0.86908
H -0.64006 -3.74464 -9.93639
C 4.20830 -3.91296 2.20569
F -2.56628 -3.44130 -9.34876
H 0.98835 5.14985 1.86313
C -7.68589 -2.85333 5.77713
C 1.64486 -0.42743 -5.74590
H 5.41257 5.81308 3.52835
F 2.72207 -0.74725 0.29988
H -6.31841 -4.31377 3.62455
H -6.56758 -4.51954 6.68637
C 0.94095 4.10022 1.56718
C 1.15314 0.72006 -6.63156
F -0.90802 -2.06943 -8.96254
H 4.12403 5.40074 2.46057
H 5.82891 5.22781 1.90595
H 3.76813 2.98634 -1.89162
C -5.32483 1.06669 4.27700
H 2.21061 -3.66760 2.85662
C -7.04501 -4.24648 5.74576
H 1.97884 1.16137 -7.18730
F -2.33066 -3.35055 2.58271
F 1.54408 3.40316 3.82773
F -2.22112 5.02879 -1.88144
C 5.14512 3.66314 3.27406
F -3.37496 -1.35818 0.93900
F -0.10964 -4.39290 -2.93932
F -0.06949 1.14231 3.58173
H 6.31895 2.83652 1.63730
H 3.79968 -4.24158 1.24615
C 2.81362 -0.19171 -4.77926
H 3.27254 -1.12665 -4.45102
F 1.52381 1.22486 2.05893
H 2.75643 -2.37184 4.91550
F -2.17368 -4.15831 -1.93906
H -8.62902 -3.02328 6.29880
F -1.76840 -2.36508 -4.08510
H -0.25849 1.74904 1.60957
F -0.55721 3.80265 3.33971
C 5.39934 2.61151 2.17607
O -0.10190 -1.06020 -0.05994
C -1.95983 -3.68736 -4.24712
C -3.82899 0.92355 4.18939
C 3.22573 -4.38251 5.22264
C -0.53320 4.79267 -0.15437
N -3.75720 -3.11613 5.05167
F 1.05257 -2.74377 -1.01252
H -5.90401 0.41232 4.92386
N 3.42910 2.36533 0.47170
H -1.88868 -1.54487 3.45567
H 1.89147 -1.31513 -6.33516
C 0.61897 3.30034 2.84979
C 0.81926 -1.42900 -1.01856
F -1.11829 5.74929 0.59943
O -4.44571 3.21301 4.17741
H 4.41373 -4.91987 2.58379
C 3.15913 -3.14435 3.02420
F -2.39496 3.30304 -0.51388
F 0.42543 5.34901 -0.91299
C 3.26239 3.14978 -2.84742
H 1.87977 3.74562 1.13476
C -0.76035 -4.12223 -7.77152
H -5.67052 -5.49035 4.76276
H 4.23554 3.44257 3.82734
C 5.13890 5.11249 2.74018
C -1.23903 -3.39939 -9.08618
C 3.04751 5.57934 -2.03757
C -1.40696 -3.39931 -6.58878
F -3.29873 -3.90958 -4.34911
H 6.00348 3.64646 3.94641
H -1.63748 -5.55558 -3.17144
O -1.40426 -4.14677 -5.39680
H -5.79758 1.02857 3.28985
H -0.93552 -2.43307 -6.40020
H 2.93198 -2.16264 2.60996
H 4.30964 4.96058 -3.50177
C 0.35609 1.82970 2.50614
H 0.29937 0.33377 -7.18652
H -7.85619 -2.49420 4.76410
H 2.72879 4.86011 -4.08546
H 5.11702 -3.31834 2.13819
C 4.28445 2.47240 1.22950
H 2.57761 0.40830 -3.90786
F 0.27013 -1.09124 -2.21407
H 3.80177 5.45251 -1.25547
H 0.71963 1.55547 -6.07330
F 0.58510 -3.89619 -7.85780
H 4.42756 -2.66197 4.66975
H 2.06087 5.53871 -1.57065